{
  "formula": "C4H7FS",
  "method": "ωB97M-V/def2-TZVPD",
  "total_energy_ev": -17810.45984,
  "lumo_ev": 0.66,
  "mol_weight_g_mol": 106.2,
  "smiles": "C[C@H]1[C@H](F)[C@@H]1S",
  "e_above_lowest_kj_mol": 374.53,
  "gap_ev": 9.7,
  "symbols": ["C", "C", "C", "C", "H", "H", "H", "H", "H", "H", "H", "F", "S"],
  "positions_angstrom": [[1.170, 0.670, -1.281], [0.352, -0.299, -0.457], [-0.798, 0.091, 0.495], [0.412, -0.636, 1.077], [1.870, 0.086, -1.745], [1.547, 1.504, -0.672], [0.811, 1.279, -2.092], [-0.083, -1.316, -1.012], [-0.815, 1.346, 0.296], [-3.284, -0.243, 1.824], [1.186, -0.208, 1.765], [0.287, -1.891, 1.373], [-2.654, -0.384, 0.430]],
  "forces_ev_per_a": [[-1.2, 1.4, 1.8], [-3.4, -3.9, -0.6], [-0.8, 4.6, -0.6], [1.0, 3.8, -1.7], [2.6, -1.1, -0.8], [0.6, -0.7, 0.3], [-1.6, -0.3, -0.5], [1.9, 2.5, 1.2], [0.3, -3.4, 1.9], [2.0, -0.1, -2.6], [-1.0, 0.3, -0.8], [-0.8, -2.9, 0.5], [0.5, -0.1, 1.8]]
}

{
  "formula": "C4H7I",
  "method": "ωB97M-V/def2-TZVPD",
  "total_energy_ev": -12360.32938,
  "lumo_ev": 0.60,
  "mol_weight_g_mol": 182.0,
  "smiles": "C/C=C(/C)I",
  "e_above_lowest_kj_mol": 55.83,
  "gap_ev": 9.0,
  "symbols": ["C", "C", "C", "C", "I", "H", "H", "H", "H", "H", "H", "H"],
  "positions_angstrom": [[-0.458, 0.447, -0.264], [0.639, -0.516, -0.020], [-0.469, 1.916, 0.003], [0.238, -1.964, 0.057], [2.652, 0.023, 0.011], [-1.504, 0.036, -0.349], [-1.584, 2.159, 0.099], [0.106, 2.424, 0.917], [-0.134, 2.548, -0.819], [0.245, -2.421, -0.941], [0.980, -2.570, 0.714], [-0.710, -2.082, 0.593]],
  "forces_ev_per_a": [[3.6, -3.4, 2.2], [-5.1, 3.4, -1.2], [-0.7, 2.1, 1.0], [1.8, -1.2, 1.2], [-0.5, 0.0, 0.1], [1.4, -0.1, 0.0], [1.6, 0.1, 0.2], [-1.1, -1.8, -1.6], [0.1, -0.2, -0.4], [-0.2, -0.1, 0.3], [-1.0, 1.0, -1.2], [0.0, 0.1, -0.5]]
}

{
  "formula": "C4H7I3O3",
  "method": "ωB97M-V/def2-TZVPD",
  "s2": 2.008,
  "total_energy_ev": -34700.61026,
  "lumo_ev": [0.42, -3.69],
  "mol_weight_g_mol": 483.8,
  "multiplicity": 3,
  "gap_ev": [6.4, 5.6],
  "symbols": ["C", "C", "C", "C", "O", "O", "O", "I", "I", "I", "H", "H", "H", "H", "H", "H", "H"],
  "positions_angstrom": [[3.485, 0.760, 2.044], [2.518, 0.263, 1.302], [-1.523, -0.500, 0.250], [-1.599, -0.201, -1.202], [-2.663, 0.502, -1.685], [-1.650, -1.407, -1.865], [-0.346, 0.586, -1.400], [2.871, -1.341, -0.082], [-3.285, -1.559, 0.792], [-1.355, 1.346, 1.423], [4.599, 0.531, 1.949], [-0.658, -1.135, 0.360], [3.378, 1.573, 2.711], [1.521, 0.594, 1.085], [-3.046, 1.162, -1.141], [-2.429, -1.446, -2.408], [0.180, 0.271, -2.133]],
  "forces_ev_per_a": [[2.1, -0.3, -0.7], [0.8, -0.8, -1.2], [-0.5, -2.5, -1.3], [1.1, 0.7, -0.6], [-0.2, -0.5, -1.4], [1.8, -0.3, -0.5], [-1.4, -0.7, 0.4], [0.0, 0.5, 0.4], [-0.2, 0.1, 0.6], [0.0, 2.7, 1.9], [-1.8, -0.5, 0.0], [0.2, -0.3, 0.4], [-0.8, 0.8, 0.6], [-0.3, 0.3, 0.8], [-0.1, 1.0, 1.2], [-0.5, 0.3, -0.4], [0.0, -0.4, -0.4]]
}